No. 1
C18H32N3OPPbSi | ωB97M-V with the def2-TZVPD basis set

Computed properties:
HOMO (spin up / spin down) (eV): -5.9 / -6.1
Total energy (eV): -48110.215
Charge: 0
Energy relative to the best compared isomer or geometry (same formula, charge and spin) (kJ/mol): 122.04

XYZ file:
```
57
Properties=species:S:1:pos:R:3:forces:R:3
Pb 0.05980 0.30223 0.44118 2.3 -8.4 -5.4
Si 2.46077 0.37281 -1.07159 0.5 -0.1 1.3
P -0.30825 0.48369 -2.62838 -1.8 0.2 -1.0
N -0.78120 -1.76961 0.09203 -3.0 2.4 2.2
H 0.06161 1.52856 1.25944 -0.6 5.2 3.3
C -2.11149 0.67986 -3.09048 -0.1 0.0 0.1
H -2.22653 0.89782 -4.18139 0.1 -0.2 0.8
H -2.53883 1.50037 -2.47543 0.2 -0.6 -0.6
H -2.64905 -0.26287 -2.84463 0.3 0.6 -0.1
C 0.34020 1.96690 -3.51031 0.2 0.0 0.0
H -0.03626 2.01491 -4.53958 0.1 0.0 0.2
H 1.43349 1.93363 -3.52376 -0.1 0.1 -0.1
H 0.03192 2.87416 -2.97655 0.0 -0.2 -0.1
C 0.08387 -0.88625 -3.79822 0.2 -0.1 0.2
H -0.27065 -0.67141 -4.81681 0.1 0.0 0.3
H -0.39671 -1.80379 -3.43417 0.1 0.2 0.0
H 1.16496 -1.04999 -3.80779 -0.1 -0.1 -0.1
C 3.32779 2.00797 -0.66403 0.2 0.2 0.0
H 3.07355 2.34030 0.35758 0.1 -0.1 -0.4
H 3.04369 2.79692 -1.38090 0.1 -0.2 0.3
H 4.42061 1.86448 -0.71996 -0.4 0.2 0.0
H 3.29034 -0.67495 -0.36974 -0.1 0.1 -0.3
H 2.71186 0.16869 -2.54642 -0.4 -0.1 0.4
C -0.56735 -3.00400 -0.31036 4.3 -1.4 -1.9
C -1.19710 -5.38367 -0.53670 1.2 -0.6 -0.5
C -1.50060 -4.08585 -0.22646 -0.3 1.6 0.5
C 0.75502 -3.40085 -0.87994 -0.9 0.1 0.4
C 1.03726 -4.73198 -1.18920 -0.1 0.4 0.0
C 0.06282 -5.74036 -1.01137 0.9 0.3 -0.2
H -1.92124 -6.17289 -0.42468 -0.4 0.0 0.1
H -2.48108 -3.83610 0.12957 -0.4 0.1 0.2
H 1.52727 -2.60761 -1.01675 -0.7 -0.7 0.2
H 2.04523 -4.98489 -1.57942 -0.8 0.1 0.3
H 0.34638 -6.76380 -1.26157 -0.4 0.2 0.1
C -1.46527 2.73337 0.46983 -1.5 1.9 -2.3
O -2.00972 1.94613 -0.31966 1.2 0.5 1.4
C -2.17818 3.14143 1.70697 -0.4 -1.1 1.1
H -1.76416 3.94563 2.29634 0.5 0.1 -0.1
H -2.38388 2.28507 2.37431 0.0 0.3 -0.4
H -3.12862 3.47803 1.31646 -0.5 0.1 0.0
C -0.45808 3.77459 -0.05734 1.4 0.6 -0.3
H -0.93243 4.23158 -0.97405 0.5 -0.6 0.8
H 0.57806 3.37602 -0.35293 -1.6 0.3 0.3
H -0.25549 4.62443 0.67062 -0.4 -1.2 -0.7
N 0.18140 -2.30496 2.94721 -0.2 1.4 -0.4
C 1.00603 -1.31802 3.40634 -0.4 -0.6 0.0
C 1.92995 -1.58611 4.45815 0.0 0.7 -0.2
C 2.73553 -0.54160 4.89946 -0.6 -0.7 -0.4
C 2.61452 0.72229 4.29868 -0.3 0.3 -0.3
C 1.68412 0.89370 3.28525 0.2 -0.6 0.5
N 0.88892 -0.09580 2.84783 0.4 -0.6 0.3
H -0.43227 -2.13346 2.12004 0.7 -0.3 0.4
H 0.31720 -3.23396 3.27316 0.0 -0.4 0.0
H 1.94415 -2.60297 4.85719 0.2 0.5 0.0
H 3.44824 -0.71259 5.69970 -0.1 0.1 -0.1
H 3.21988 1.56487 4.60189 0.0 -0.1 0.1
H 1.53427 1.85020 2.78666 0.2 0.0 0.1
```
Positions in Å, forces in eV/Å.

***

No. 2
C14H16O | ωB97M-V with the def2-TZVPD basis set

Computed properties:
HOMO (eV): -8.3
Total energy (eV): -16824.247
Charge: 0
Energy relative to the best compared isomer or geometry (same formula, charge and spin) (kJ/mol): 95.35
SMILES string: Cc1ccc(O)cc1.Cc1ccccc1

XYZ file:
```
31
Properties=species:S:1:pos:R:3:forces:R:3
C 0.43618 1.29844 2.77039 -0.7 0.8 0.7
C -0.17145 0.15327 2.01066 -0.1 -0.2 1.1
C -1.55519 0.01462 1.99243 0.6 -0.5 -0.9
C -2.08285 -1.11593 1.36981 -1.0 0.2 0.6
C -1.28501 -2.06891 0.78058 0.8 0.4 -1.4
O -1.75577 -3.22002 0.19012 -0.4 0.3 -0.1
C 0.08711 -1.82457 0.64733 0.2 -1.4 1.8
C 0.63040 -0.87031 1.48634 -0.2 1.8 -0.4
H 1.49971 1.21105 2.98183 0.0 -0.1 -0.2
H -0.08272 1.49599 3.72096 0.2 -0.6 0.1
H 0.24150 2.26559 2.30263 0.3 -0.1 -0.5
H -2.20264 0.76312 2.43377 0.0 -0.1 0.0
H -3.15418 -1.27889 1.41277 -0.1 -0.1 -0.1
H -2.62113 -3.04533 -0.20484 0.1 -0.1 0.2
H 0.71380 -2.60653 0.22799 -0.1 0.2 -0.2
H 1.67932 -0.71975 1.71379 0.2 -0.5 -0.6
C 0.14101 -0.28723 -3.53290 1.6 1.4 -0.3
C 0.53550 0.61525 -2.38224 0.6 0.1 0.3
C 1.87176 0.57735 -1.96071 -0.3 -0.4 -0.3
C 2.29479 1.29105 -0.86718 0.3 0.5 1.4
C 1.42006 2.11994 -0.15882 -0.4 -0.2 -0.5
C 0.13302 2.24645 -0.62554 -0.7 0.1 -0.6
C -0.29557 1.50506 -1.72397 -0.6 -0.5 -0.4
H 1.00875 -0.24352 -4.18022 0.6 -0.3 -0.2
H -0.53046 0.21462 -4.22110 -1.2 -0.7 0.4
H 0.09277 -1.33278 -3.24829 -1.0 0.0 -0.1
H 2.52629 -0.07918 -2.52349 0.3 0.1 0.3
H 3.27850 1.19964 -0.41346 0.1 -0.2 -0.6
H 1.65035 2.62559 0.76371 0.6 0.1 -0.1
H -0.59648 2.91356 -0.17462 0.2 -0.1 0.2
H -1.32241 1.55001 -2.07875 0.0 0.2 0.2
```
Positions in Å, forces in eV/Å.

***

No. 3
C6H11N | ωB97M-V with the def2-TZVPD basis set

Computed properties:
HOMO (eV): -8.0
Total energy (eV): -7888.072
Charge: 0
Energy relative to the best compared isomer or geometry (same formula, charge and spin) (kJ/mol): 237.27

XYZ file:
```
18
Properties=species:S:1:pos:R:3:forces:R:3
C -2.31309 -0.30495 -0.50871 0.2 0.0 0.3
C -1.09200 0.61281 -0.32782 0.7 -0.2 1.1
C 0.23955 0.06368 -0.76175 0.4 -0.3 -0.2
C 1.01319 -0.40900 0.50620 0.0 0.0 -0.1
C 2.52727 -0.31215 0.31004 0.0 0.0 0.1
C 0.46172 0.35526 1.71154 -0.8 0.4 -0.4
N -0.66321 0.83957 1.28102 -0.8 -0.7 -4.1
H -3.20517 0.09028 -0.00626 0.2 0.0 0.0
H -2.59986 -0.44797 -1.56575 0.4 0.3 0.3
H -2.10599 -1.29700 -0.09775 0.0 0.1 0.0
H -1.32090 1.59750 -0.79258 0.3 -0.4 0.6
H -1.41069 1.45097 1.47952 -0.1 0.8 2.4
H 0.13935 -0.77319 -1.45135 0.0 0.1 -0.2
H 0.82327 0.85230 -1.24739 0.0 -0.1 0.0
H 0.76776 -1.46246 0.71960 0.0 0.1 0.0
H 2.84335 -0.94423 -0.52955 -0.1 0.1 0.1
H 2.82273 0.71828 0.07824 -0.1 -0.1 0.1
H 3.07276 -0.62971 1.20274 -0.1 0.0 -0.1
```
Positions in Å, forces in eV/Å.

***

No. 4
C9H36O9 | ωB97M-V with the def2-TZVPD basis set

Computed properties:
HOMO (eV): -9.4
Total energy (eV): -28340.549
Charge: 0
Energy relative to the best compared isomer or geometry (same formula, charge and spin) (kJ/mol): 459.02
SMILES string: CO.CO.CO.CO.CO.CO.CO.CO.CO

XYZ file:
```
54
Properties=species:S:1:pos:R:3:forces:R:3
C -3.90982 0.95709 2.67828 -0.1 -0.4 0.6
O -2.86852 0.00887 2.40415 -0.1 0.4 -0.1
H -3.77030 1.38219 3.67597 0.0 0.1 -0.1
H -3.90871 1.76286 1.95155 0.2 -0.1 -0.2
H -4.87716 0.44838 2.66736 0.0 0.1 -0.1
H -2.70217 -0.48261 3.21159 0.1 -0.1 -0.1
C -1.09445 3.66299 1.44058 0.1 -0.4 0.9
O -1.13165 3.37631 0.07473 -0.4 0.1 -0.3
H -1.29566 4.71441 1.64079 0.2 0.1 -0.3
H -1.83890 3.11918 2.04574 -0.1 -0.1 -0.3
H -0.13025 3.37491 1.87829 0.1 0.3 0.0
H -1.30815 2.42384 -0.02668 0.2 0.1 0.0
C 1.48267 -2.93673 -3.25997 0.2 -0.1 -0.5
O 2.08002 -3.91740 -2.41182 -0.4 0.2 0.2
H 0.70193 -3.36591 -3.89271 0.0 -0.1 0.1
H 1.03314 -2.16230 -2.64542 0.1 0.0 0.2
H 2.24789 -2.48666 -3.89806 -0.1 0.1 0.0
H 2.48583 -4.59965 -2.94976 0.1 0.0 0.0
C -0.20762 -0.18967 -0.14479 -0.1 -0.6 0.1
O -1.37396 0.58518 0.08702 0.1 0.2 -0.1
H 0.44458 -0.26448 0.72945 -0.1 0.2 0.0
H -0.49016 -1.21181 -0.42534 0.1 0.1 0.0
H 0.36829 0.23530 -0.96304 -0.1 0.2 0.0
H -1.85106 0.22812 0.85305 0.1 0.0 0.0
C 2.17374 1.53219 -3.99583 -0.7 -0.2 0.1
O 2.73958 0.52506 -4.82387 0.0 0.0 0.1
H 1.64964 2.28014 -4.59624 0.3 0.2 0.1
H 1.42287 1.12460 -3.30548 0.1 -0.1 0.0
H 2.94810 1.97596 -3.37991 0.2 0.1 -0.2
H 2.02218 0.17416 -5.35844 0.1 -0.1 -0.1
C -5.05492 -0.45028 -0.29560 0.1 -0.1 -0.7
O -5.51715 -1.47289 -1.18124 0.0 0.0 0.2
H -4.92526 -0.90968 0.67865 -0.1 0.1 0.1
H -4.08353 -0.07111 -0.63153 0.0 0.0 0.1
H -5.76359 0.38077 -0.26835 0.0 0.0 0.3
H -5.79451 -1.06641 -2.00528 0.0 0.0 0.0
C 4.28451 0.41817 -1.15068 0.0 0.0 0.6
O 4.45091 -0.53698 -0.10508 -0.2 0.2 -0.4
H 4.47141 -0.00096 -2.14448 0.0 0.0 0.0
H 3.27690 0.84967 -1.12448 0.0 0.0 -0.1
H 4.99470 1.22093 -0.94413 0.0 0.0 -0.2
H 3.65715 -1.09684 -0.11892 0.2 -0.1 0.0
C 1.85341 -2.75011 1.08513 -0.3 -0.4 0.3
O 2.17799 -2.22037 -0.17993 0.0 0.3 -0.1
H 2.05450 -2.00755 1.85520 0.1 0.1 -0.1
H 0.79116 -3.01379 1.15263 0.0 0.0 0.0
H 2.43493 -3.64719 1.31449 0.1 0.0 0.0
H 2.11795 -2.91281 -0.85649 0.2 -0.1 0.1
C 0.37189 1.28277 4.01449 -0.2 -0.2 -0.1
O 1.52990 0.69968 4.58247 -0.1 -0.1 0.1
H 0.21346 2.30195 4.37283 0.1 0.1 -0.2
H 0.50249 1.24708 2.93506 0.1 0.3 0.0
H -0.55005 0.71845 4.21462 0.1 -0.1 0.2
H 1.46380 0.76296 5.53944 0.0 0.0 0.0
```
Positions in Å, forces in eV/Å.

***

No. 5
C3H4O5Pr | ωB97M-V with the def2-TZVPD basis set

Computed properties:
HOMO (spin up / spin down) (eV): -7.4 / -7.5
Total energy (eV): -27479.671
Charge: 0
Spin multiplicity: 4

XYZ file:
```
13
Properties=species:S:1:pos:R:3:forces:R:3
C -2.64325 -1.28937 0.01595 -0.6 1.0 -1.0
C -2.57638 -0.32031 -0.91022 -0.2 -0.5 -0.6
O -1.52269 0.51477 -1.23754 -0.6 0.4 0.7
C -0.26738 0.11457 -1.57156 0.7 -2.3 -0.6
O 0.62977 0.84921 -1.07725 2.0 1.1 0.7
O -0.08252 -0.89983 -2.25769 -0.4 0.7 0.5
O -1.67844 -1.84106 0.75723 3.7 0.8 -0.3
H -3.64877 -1.64894 0.25639 0.5 -0.2 -0.2
H -3.43504 -0.14676 -1.55661 0.0 0.1 0.5
H -0.70910 -1.53163 0.44571 -3.3 -0.9 0.9
O 2.20743 -1.22187 0.97592 1.1 1.5 -0.8
H 2.29233 -2.12674 0.67567 -0.2 -0.3 0.1
Pr 3.11228 0.57697 -0.11375 -2.9 -1.4 0.1
```
Positions in Å, forces in eV/Å.

***

No. 6
C7H12O2 | ωB97M-V with the def2-TZVPD basis set

Computed properties:
HOMO (eV): -8.5
Total energy (eV): -11545.668
Charge: 0
Energy relative to the best compared isomer or geometry (same formula, charge and spin) (kJ/mol): 263.95

XYZ file:
```
21
Properties=species:S:1:pos:R:3:forces:R:3
C 1.41795 0.45795 -2.16854 1.3 -1.2 0.7
C -1.41207 0.09351 -0.00144 0.2 0.1 0.2
C -2.32124 -0.15650 1.19790 -0.1 0.0 -0.1
C 0.01300 0.32173 0.45052 -0.4 0.5 -0.1
C 0.72833 -0.87347 0.89338 0.0 -0.4 0.2
C 0.53469 1.54593 0.46578 -0.2 -0.2 0.2
C 2.00724 -0.95091 1.24219 -0.1 -0.3 -0.1
O 0.57565 1.18019 -2.81578 -0.7 0.4 -0.6
O 1.07125 -0.84980 -2.24774 -0.6 0.8 -0.5
H -0.15313 0.67919 -3.23196 -0.1 -0.3 0.0
H 1.68281 -1.38487 -1.72922 0.1 0.3 0.1
H -1.76442 0.97104 -0.54556 0.0 0.0 -0.1
H -1.45048 -0.76713 -0.67348 0.0 0.0 -0.1
H 0.11536 -1.77456 0.93434 0.2 0.0 0.0
H 1.52562 1.74770 0.82498 0.3 0.0 0.1
H -0.03042 2.39546 0.12332 -0.1 0.1 -0.1
H -2.03890 -1.07592 1.71352 -0.1 0.0 0.1
H -3.36066 -0.24565 0.87786 0.0 -0.1 0.1
H -2.24271 0.66907 1.90602 0.0 0.0 0.0
H 2.65949 -0.10181 1.21868 0.2 0.4 0.0
H 2.44262 -1.88110 1.56524 0.0 -0.2 0.1
```
Positions in Å, forces in eV/Å.